Molecular formula: H2NO3PS
Method: DFT, ωB97M-V/def2-TZVPD

ORCA input file:
```
! RIJCOSX wB97M-V def2-TZVPD def2/J DEFGRID3
* xyz 0 1
N 0.034 -0.299 0.337
O -1.867 -0.118 -1.722
O -2.114 -1.520 0.610
O -2.986 1.001 0.106
P -0.861 -1.211 1.359
S -2.982 -0.130 -0.792
H 0.899 0.139 0.595
H -0.341 -0.034 -0.575
*
```

The HOMO-LUMO gap is 9.8 eV. For the LUMO energy, the calculation gives -0.567 eV.

---

Molecular formula: C39H75AlBr5Cl3F7N2NaO12PS2
Method: DFT, ωB97M-V/def2-TZVPD

ORCA input file:
```
! RIJCOSX wB97M-V def2-TZVPD def2/J DEFGRID3
* xyz 1 1
C -0.500 4.916 -1.084
C -1.172 3.924 -0.453
C -0.957 2.507 -0.875
P -0.569 1.382 0.580
C 0.791 0.179 0.187
C 0.908 -0.113 -1.339
C 2.250 0.329 -1.908
C 2.408 1.843 -2.024
C 3.842 2.360 -2.059
C 3.766 3.889 -1.940
C 5.104 4.599 -1.726
C 4.796 6.018 -1.262
O 4.403 6.829 -2.373
C 3.405 7.675 -2.153
C 2.229 7.544 -3.070
O 3.416 8.567 -1.292
C -1.348 1.528 2.266
O -1.706 2.866 2.561
C -1.695 3.144 3.947
C -1.647 4.655 4.155
O 0.640 2.610 0.936
C 1.309 2.603 2.165
C 2.717 3.203 1.969
O 3.702 2.187 1.958
C 4.550 2.213 3.105
C 3.802 1.958 4.413
C -1.970 0.098 0.066
Br -1.573 -1.793 -0.220
C -3.275 0.348 -0.116
C -4.336 -0.638 -0.539
Br -3.979 2.090 0.219
H -0.984 5.824 -1.440
H 0.563 4.830 -1.301
H -1.828 4.168 0.379
H -1.782 2.141 -1.478
H -0.087 2.550 -1.529
H 0.753 -0.731 0.780
H 1.754 0.625 0.425
H 0.899 -1.203 -1.421
H 0.041 0.224 -1.912
H 3.016 -0.015 -1.203
H 2.463 -0.202 -2.835
H 1.829 2.186 -2.887
H 1.946 2.266 -1.125
H 4.440 1.944 -1.247
H 4.296 2.089 -3.015
H 3.133 4.056 -1.060
H 3.231 4.254 -2.818
H 5.752 4.130 -0.992
H 5.573 4.712 -2.704
H 5.650 6.458 -0.739
H 3.964 5.957 -0.544
H 2.259 8.299 -3.856
H 1.293 7.686 -2.533
H 2.285 6.566 -3.544
H -2.280 0.959 2.335
H -0.739 1.080 3.060
H -2.559 2.703 4.459
H -0.809 2.720 4.436
H -2.233 5.126 3.370
H -0.607 4.973 4.096
H -2.015 4.901 5.148
H 1.462 1.606 2.589
H 0.797 3.199 2.932
H 2.714 3.724 1.008
H 2.917 3.942 2.751
H 5.272 1.411 2.965
H 5.066 3.177 3.113
H 4.486 1.663 5.203
H 3.050 1.186 4.252
H 3.248 2.855 4.695
H -4.378 -1.468 0.161
H -4.163 -0.973 -1.561
H -5.310 -0.154 -0.541
Br -1.696 -5.283 -1.288
C -3.279 -4.859 -2.356
C -2.919 -4.352 -3.726
Br -2.298 -2.503 -3.700
H -3.864 -4.152 -1.776
H -3.823 -5.796 -2.441
H -3.801 -4.351 -4.364
H -2.134 -4.933 -4.199
O -1.409 8.039 -2.724
C -2.476 8.173 -2.182
O -3.297 7.113 -2.110
C -4.511 7.100 -1.345
C -5.671 7.684 -2.123
C -2.939 9.513 -1.667
H -4.365 7.592 -0.382
H -4.705 6.050 -1.133
H -5.503 8.732 -2.372
H -6.592 7.612 -1.544
H -5.803 7.147 -3.062
H -3.362 10.080 -2.495
H -2.075 10.046 -1.279
H -3.667 9.453 -0.862
C 3.366 -2.415 -4.582
O 1.989 -2.209 -4.272
H 3.952 -2.118 -3.716
H 3.558 -3.469 -4.797
H 3.664 -1.809 -5.441
H 1.478 -2.474 -5.040
F 5.309 9.451 -0.931
Na -0.887 -3.176 2.121
Al 3.086 7.841 0.749
C 3.710 -6.790 7.489
C 2.896 -6.009 6.468
N 2.248 -6.846 5.476
C 1.695 -6.101 4.368
C 0.539 -5.134 4.666
C 1.415 -7.916 5.997
C 0.239 -7.527 6.904
H 4.461 -7.408 7.001
H 4.225 -6.098 8.156
H 3.085 -7.432 8.110
H 3.577 -5.330 5.948
H 2.174 -5.373 7.004
H 1.381 -6.803 3.591
H 2.508 -5.523 3.917
H -0.404 -5.658 4.817
H 0.414 -4.476 3.801
H 0.728 -4.505 5.536
H 2.057 -8.605 6.548
H 1.042 -8.508 5.158
H 0.510 -6.760 7.630
H -0.091 -8.402 7.464
H -0.619 -7.176 6.332
C 6.174 -10.218 7.006
Cl 4.413 -10.372 6.991
Cl 6.798 -10.083 5.365
Cl 6.675 -8.832 7.979
H 6.586 -11.112 7.455
Br 2.058 -3.228 0.714
C -5.845 -8.508 -7.398
F -5.447 -9.500 -6.611
F -4.884 -8.265 -8.289
F -6.929 -8.901 -8.060
S -6.197 -7.016 -6.391
O -4.948 -6.677 -5.771
O -7.254 -7.400 -5.506
N -6.634 -6.052 -7.586
S -7.067 -4.568 -7.190
O -5.999 -3.737 -6.714
O -8.306 -4.467 -6.481
C -7.432 -3.962 -8.883
F -8.399 -4.681 -9.446
F -6.353 -4.043 -9.661
F -7.821 -2.694 -8.835
*
```

The HOMO-LUMO gap is 1.0 eV. For the LUMO energy, the calculation gives -9.078 eV.

---

Molecular formula: C31H22N4O4Sn
Method: DFT, ωB97M-V/def2-TZVPD

ORCA input file:
```
! RIJCOSX wB97M-V def2-TZVPD def2/J DEFGRID3
* xyz 0 1
Sn 0.380 -0.194 -0.231
O 4.198 -1.513 -0.859
C 3.200 -1.000 -0.440
O 2.034 -1.080 -0.988
C 3.298 -0.154 0.801
C 4.412 0.127 1.578
C 4.259 1.028 2.626
C 3.011 1.616 2.863
C 1.946 1.255 2.052
N 2.113 0.391 1.051
C 0.498 1.680 2.128
O 0.226 2.566 2.897
O -0.276 1.042 1.319
H 5.350 -0.367 1.331
H 5.118 1.272 3.236
H 2.811 2.307 3.659
C -0.631 -2.120 5.697
C 0.253 -1.264 5.048
C 0.249 -1.239 3.649
C -0.605 -2.056 2.928
C -1.465 -2.939 3.594
C -1.479 -2.972 4.981
N -0.539 -2.003 1.516
N -1.061 -2.955 0.986
C -1.114 -2.908 -0.426
C -1.722 -4.016 -1.006
C -1.811 -4.043 -2.416
C -1.299 -2.999 -3.176
C -0.725 -1.882 -2.577
C -0.639 -1.821 -1.178
H -0.672 -2.115 6.773
H 0.921 -0.652 5.634
H 0.963 -0.608 3.142
H -2.143 -3.581 3.063
H -2.135 -3.632 5.516
H -2.080 -4.845 -0.419
H -2.237 -4.900 -2.906
H -1.326 -3.075 -4.252
H -0.347 -1.060 -3.172
C -4.261 0.723 -2.739
C -3.278 1.111 -3.657
C -1.973 1.222 -3.223
C -1.632 1.071 -1.871
C -2.617 0.672 -0.967
C -3.948 0.501 -1.415
N -0.244 1.175 -1.540
C 0.496 2.294 -1.915
C 1.876 2.230 -2.138
C 2.564 3.383 -2.587
C 1.852 4.563 -2.751
C 0.479 4.654 -2.509
C -0.182 3.528 -2.035
H -5.304 0.631 -3.053
H -3.587 1.280 -4.677
H -1.187 1.478 -3.913
H -2.417 0.597 0.093
H -4.744 0.234 -0.725
H 2.440 1.301 -2.095
H 3.639 3.400 -2.787
H 2.371 5.456 -3.068
H -0.050 5.586 -2.655
H -1.225 3.621 -1.796
*
```

The HOMO-LUMO gap is 6.8 eV. For the LUMO energy, the calculation gives -0.863 eV.

---

Copy entry 3 word for word.
Molecular formula: C31H22N4O4Sn
Method: DFT, ωB97M-V/def2-TZVPD

ORCA input file:
```
! RIJCOSX wB97M-V def2-TZVPD def2/J DEFGRID3
* xyz 0 1
Sn 0.380 -0.194 -0.231
O 4.198 -1.513 -0.859
C 3.200 -1.000 -0.440
O 2.034 -1.080 -0.988
C 3.298 -0.154 0.801
C 4.412 0.127 1.578
C 4.259 1.028 2.626
C 3.011 1.616 2.863
C 1.946 1.255 2.052
N 2.113 0.391 1.051
C 0.498 1.680 2.128
O 0.226 2.566 2.897
O -0.276 1.042 1.319
H 5.350 -0.367 1.331
H 5.118 1.272 3.236
H 2.811 2.307 3.659
C -0.631 -2.120 5.697
C 0.253 -1.264 5.048
C 0.249 -1.239 3.649
C -0.605 -2.056 2.928
C -1.465 -2.939 3.594
C -1.479 -2.972 4.981
N -0.539 -2.003 1.516
N -1.061 -2.955 0.986
C -1.114 -2.908 -0.426
C -1.722 -4.016 -1.006
C -1.811 -4.043 -2.416
C -1.299 -2.999 -3.176
C -0.725 -1.882 -2.577
C -0.639 -1.821 -1.178
H -0.672 -2.115 6.773
H 0.921 -0.652 5.634
H 0.963 -0.608 3.142
H -2.143 -3.581 3.063
H -2.135 -3.632 5.516
H -2.080 -4.845 -0.419
H -2.237 -4.900 -2.906
H -1.326 -3.075 -4.252
H -0.347 -1.060 -3.172
C -4.261 0.723 -2.739
C -3.278 1.111 -3.657
C -1.973 1.222 -3.223
C -1.632 1.071 -1.871
C -2.617 0.672 -0.967
C -3.948 0.501 -1.415
N -0.244 1.175 -1.540
C 0.496 2.294 -1.915
C 1.876 2.230 -2.138
C 2.564 3.383 -2.587
C 1.852 4.563 -2.751
C 0.479 4.654 -2.509
C -0.182 3.528 -2.035
H -5.304 0.631 -3.053
H -3.587 1.280 -4.677
H -1.187 1.478 -3.913
H -2.417 0.597 0.093
H -4.744 0.234 -0.725
H 2.440 1.301 -2.095
H 3.639 3.400 -2.787
H 2.371 5.456 -3.068
H -0.050 5.586 -2.655
H -1.225 3.621 -1.796
*
```

The HOMO-LUMO gap is 6.8 eV. For the LUMO energy, the calculation gives -0.863 eV.

---

> The highest LUMO energy belongs to which entry?

H2NO3PS

---

> Look up the LUMO energy of the second one.

-9.078 eV

---

> The lowest LUMO energy belongs to which entry?

C39H75AlBr5Cl3F7N2NaO12PS2